The following is a DFT calculation (the ωB97M-V functional and the def2-TZVPD basis) of the molecule C4H10N2O3S in a non-equilibrium geometry.

Output
E_HOMO   -9.39 eV
Energy relative to the best compared isomer or geometry (same formula, charge and spin)   305.8 kJ/mol
Multiplicity   1
LUMO   0.618 eV
Orbital gap   10.0 eV

Each line ends with the natural charge from an NBO analysis.
Positions of all 20 atoms, in Å:
C (1.878514, 0.360654, 0.976682)  -0.25
C (0.644969, 1.133302, 0.518681)  -0.26
C (1.334384, -1.148294, -0.599874)  0.56
C (-2.636961, 0.595462, -0.850976)  -0.87
N (2.399273, -0.350522, -0.189243)  -0.58
N (-0.175805, 0.336112, -0.371378)  -0.91
O (-1.735185, 0.013823, 1.614173)  -0.96
O (-1.675962, -1.740480, -0.093883)  -0.98
O (0.897511, -2.139414, 0.153811)  -0.72
S (-1.519505, -0.324878, 0.215376)  2.29
H (2.563110, 1.122724, 1.452845)  0.21
H (1.746447, -0.317962, 1.727492)  0.22
H (0.093026, 1.608176, 1.359718)  0.24
H (0.928201, 1.939338, -0.215867)  0.18
H (1.303860, -1.374976, -1.618443)  0.17
H (-3.673797, 0.288642, -0.833900)  0.24
H (-2.517812, 1.691821, -0.851641)  0.25
H (-2.388844, 0.152535, -1.768547)  0.23
H (2.642227, 0.404555, -0.812587)  0.39
H (-0.107656, -2.250614, 0.187555)  0.54

Cartesian forces (eV/Å) of the 2 atoms listed first:
1.35 3.01 0.10
-0.62 1.15 -0.97